DFT (the ωB97M-V functional and the def2-TZVPD basis) results for a cluster of 9 separate species, C34H85ClNO14PS3 in total.

Geometry as XYZ:
```
139
Properties=species:S:1:pos:R:3:forces:R:3
N -1.8767 -6.8988 0.5419 0.34 0.18 -0.05
C -0.5196 -6.4699 0.9785 -0.53 0.17 -0.68
C -0.2946 -5.0008 0.6109 0.53 -0.09 -0.46
C 0.8349 -4.3403 1.4129 -0.20 -0.27 0.40
C 0.3943 -3.4581 2.5880 0.14 0.14 -0.38
C -0.5287 -2.2239 2.2110 0.80 -0.27 1.46
P -2.0672 -2.5943 3.2140 -0.69 -0.50 -0.48
S -2.8574 -4.3373 2.9460 0.10 0.12 0.08
O -0.7632 -2.0664 0.8175 0.25 -0.16 -0.53
S 0.4718 -1.3009 0.1057 -0.54 0.43 -1.26
O -0.0810 -0.1344 -0.5190 0.08 -0.17 0.83
O 1.2426 -2.1100 -0.7761 -0.02 -0.19 0.98
O 1.2515 -0.9936 1.4583 0.19 -0.33 -0.39
C 0.2763 -0.9506 2.5546 -0.44 1.31 -0.49
C -0.3107 0.4935 2.5031 -0.41 -0.05 0.61
C -1.7931 0.7228 2.8163 0.08 0.33 -0.36
C -2.7423 0.4827 1.6306 -0.31 0.11 0.35
C -2.4965 1.4742 0.4988 0.17 0.18 -0.50
S -3.2271 0.8500 -1.0292 -1.52 -0.98 -0.11
O -4.5202 1.4615 -1.2125 0.77 0.31 -0.01
O -3.2086 -0.5853 -1.0695 0.57 0.46 0.10
Cl -1.9941 1.4794 -2.5358 -0.06 0.13 0.32
H -2.1751 -6.2303 -0.1624 -0.20 0.00 0.08
H -1.7951 -7.7666 0.0241 -0.07 -0.10 0.17
H 0.2033 -7.0541 0.4009 0.35 -0.04 0.44
H -0.3795 -6.6388 2.0460 -0.06 -0.11 0.02
H -0.0017 -4.9773 -0.4424 -0.15 0.06 -0.01
H -1.2275 -4.4429 0.6598 -0.04 -0.05 0.25
H 1.5209 -3.7828 0.7825 -0.11 0.03 -0.12
H 1.4382 -5.1422 1.8517 0.05 0.07 0.03
H -0.0924 -4.0794 3.3422 -0.15 -0.02 -0.09
H 1.2978 -3.0692 3.0602 -0.02 0.09 0.02
H -1.5550 -2.3315 4.5031 0.11 0.20 -0.13
H -3.0185 -1.5881 3.0095 0.29 0.10 0.12
H 0.8268 -1.0053 3.4876 0.18 -0.57 -0.10
H -0.1032 0.9535 1.5417 0.16 -0.20 -0.05
H 0.2666 1.0752 3.2256 0.09 -0.06 -0.04
H -1.8985 1.7771 3.0916 0.06 -0.03 0.05
H -2.1248 0.1771 3.6998 0.02 -0.08 -0.02
H -2.7169 -0.5362 1.2501 0.24 0.05 -0.09
H -3.7615 0.6465 1.9923 -0.03 -0.12 -0.06
H -1.4483 1.6619 0.2733 -0.01 -0.18 0.06
H -2.9959 2.4275 0.6670 0.00 0.01 -0.04
C -4.2022 4.0315 -3.5880 -0.02 0.07 0.09
C -4.6361 5.4833 -3.7061 0.14 -0.15 -0.28
C -5.1234 5.8133 -5.1088 -0.05 0.12 0.02
O -3.5675 6.3549 -3.3335 -0.10 0.04 0.12
H -3.3692 3.8244 -4.2662 -0.04 0.01 -0.07
H -3.8648 3.8150 -2.5765 -0.05 0.00 0.03
H -5.0205 3.3516 -3.8311 0.02 -0.02 0.00
H -5.4350 5.6818 -2.9901 0.04 0.06 0.05
H -4.3199 5.6618 -5.8352 0.00 -0.07 0.00
H -5.4328 6.8569 -5.1717 -0.02 -0.01 0.02
H -5.9662 5.1815 -5.3937 0.01 -0.01 0.00
H -2.8415 6.2048 -3.9481 0.02 0.00 0.00
C 0.6996 -3.5914 -4.1794 0.09 -0.06 0.06
C -0.4857 -4.5351 -4.0428 -0.03 0.35 -0.08
C -1.5914 -4.1967 -5.0309 -0.08 -0.09 0.02
O -0.9862 -4.5060 -2.7076 -0.01 -0.18 0.02
H 0.3922 -2.5628 -3.9708 -0.04 0.01 -0.05
H 1.4798 -3.8494 -3.4629 -0.01 -0.02 -0.01
H 1.1209 -3.6283 -5.1856 -0.01 0.01 0.00
H -0.1543 -5.5619 -4.2066 -0.02 -0.04 0.07
H -1.9657 -3.1854 -4.8491 0.06 0.03 -0.02
H -2.4304 -4.8837 -4.9172 0.03 -0.02 0.00
H -1.2331 -4.2505 -6.0602 0.00 0.02 0.00
H -1.2862 -3.6080 -2.5241 -0.01 0.01 0.03
C -6.9291 0.3798 -4.9013 0.03 -0.10 -0.05
C -8.0942 0.5551 -3.9390 0.30 0.22 0.05
C -8.3698 2.0260 -3.6610 -0.10 0.01 0.05
O -7.8398 -0.1401 -2.7228 -0.13 -0.07 0.00
H -6.0169 0.8001 -4.4672 -0.02 0.06 0.00
H -6.7437 -0.6774 -5.0923 -0.04 0.00 0.00
H -7.1183 0.8777 -5.8542 0.00 0.02 0.01
H -8.9877 0.0916 -4.3605 -0.02 -0.06 0.06
H -7.4962 2.4924 -3.1962 0.04 -0.01 -0.05
H -9.2071 2.1341 -2.9711 -0.01 -0.02 -0.02
H -8.6022 2.5680 -4.5796 0.01 0.00 0.00
H -7.0521 0.2430 -2.3183 0.03 -0.01 0.00
C 2.5740 1.7207 -0.7818 0.02 -0.05 0.12
C 2.1527 3.1803 -0.7709 0.23 -0.11 -0.18
C 2.3972 3.8433 -2.1162 -0.05 0.18 0.04
O 2.8444 3.8888 0.2615 -0.12 0.02 0.11
H 3.6457 1.6341 -0.9840 -0.01 0.05 -0.08
H 2.3866 1.2662 0.1924 -0.03 0.00 -0.02
H 2.0309 1.1559 -1.5390 0.01 -0.01 -0.01
H 1.0929 3.2497 -0.5161 0.01 0.06 0.10
H 3.4621 3.8250 -2.3597 -0.03 -0.14 -0.05
H 2.0828 4.8884 -2.0889 -0.06 -0.03 0.02
H 1.8512 3.3365 -2.9139 0.02 -0.02 0.00
H 3.7844 3.8447 0.0542 0.01 0.01 -0.03
C 4.7706 1.6474 5.2093 -0.09 0.08 0.13
C 3.4948 1.4462 4.4063 0.30 0.09 -0.20
C 3.7681 0.7495 3.0823 -0.17 -0.07 -0.01
O 2.8323 2.6901 4.1801 -0.14 -0.11 0.15
H 5.4713 2.2753 4.6519 0.02 -0.06 -0.05
H 4.5615 2.1484 6.1554 0.00 -0.01 0.00
H 5.2600 0.6955 5.4203 0.00 0.00 -0.02
H 2.7888 0.8529 4.9924 -0.05 0.03 0.02
H 4.4428 1.3456 2.4625 0.05 0.01 0.05
H 2.8415 0.6233 2.5214 0.04 -0.01 0.00
H 4.2198 -0.2325 3.2354 0.02 0.01 -0.01
H 3.4138 3.2486 3.6524 -0.04 0.01 -0.08
C 5.9314 6.6623 6.0559 0.13 -0.05 0.01
C 5.1888 5.3405 6.1807 -0.16 0.30 0.11
C 3.6931 5.5090 5.9655 -0.05 -0.12 0.04
O 5.4454 4.7431 7.4515 0.07 -0.14 -0.10
H 5.5808 7.3676 6.8143 -0.06 0.01 -0.03
H 7.0011 6.5172 6.2098 -0.01 -0.02 -0.02
H 5.7781 7.1120 5.0737 -0.02 0.01 0.01
H 5.5830 4.6353 5.4473 0.03 -0.07 0.04
H 3.2732 6.1818 6.7190 0.05 0.08 -0.03
H 3.1820 4.5511 6.0543 0.02 -0.01 -0.06
H 3.4786 5.9246 4.9791 -0.01 0.02 0.01
H 5.1082 5.3391 8.1286 -0.01 0.00 0.02
C 7.1704 5.3900 -4.9284 0.08 -0.05 0.09
C 6.0533 4.3668 -4.7946 -0.07 0.31 -0.11
C 4.9394 4.6178 -5.7993 -0.08 -0.11 0.03
O 5.5308 4.3705 -3.4653 0.09 -0.12 0.04
H 6.7885 6.3968 -4.7374 -0.04 0.00 -0.06
H 7.9592 5.1930 -4.2020 0.00 -0.03 -0.02
H 7.6053 5.3728 -5.9285 -0.01 0.01 0.00
H 6.4582 3.3651 -4.9434 -0.02 -0.04 0.08
H 4.4924 5.6020 -5.6330 0.06 0.04 -0.02
H 4.1498 3.8739 -5.6891 0.03 -0.02 -0.01
H 5.3136 4.5801 -6.8231 0.00 0.02 0.00
H 5.1633 5.2454 -3.2971 0.01 0.02 -0.01
C -0.8007 -10.0045 2.0058 0.09 0.06 -0.09
C -0.5003 -9.8386 3.4871 -0.33 -0.01 -0.08
C -1.3686 -10.7516 4.3394 0.05 0.02 0.12
O -0.6749 -8.4770 3.8772 0.15 -0.05 0.10
H -1.8404 -9.7376 1.7985 -0.02 -0.05 0.04
H -0.1688 -9.3404 1.4149 0.03 -0.03 0.02
H -0.6333 -11.0312 1.6754 -0.01 0.00 0.02
H 0.5514 -10.0613 3.6746 0.03 0.07 0.02
H -2.4256 -10.5105 4.1972 0.00 -0.02 -0.07
H -1.1392 -10.6195 5.3971 0.03 -0.01 -0.01
H -1.2180 -11.8002 4.0778 -0.01 0.00 -0.01
H -1.5932 -8.2347 3.7090 0.00 0.05 -0.06
```
Positions in Å, forces in eV/Å.

Its structure (SMILES) is NCCCC[C@]1([PH2]=S)OS(=O)(=O)O[C@H]1CCCCS(=O)(=O)Cl.CC(C)O.CC(C)O.CC(C)O.CC(C)O.CC(C)O.CC(C)O.CC(C)O.CC(C)O. The strongest force on any atom comes out at 1.8 eV Å⁻¹. The value obtained for the lowest unoccupied orbital energy is 0.05 eV. The HOMO energy is -8.811 eV. The calculation puts the total energy at -121106.9169 eV. The HOMO-LUMO gap comes out at 8.86 eV. Its net charge is 0.

These are the Löwdin partial charges, in e, on atoms 1 to 99: atom 1 (N): 0.0018, atom 2 (C): -0.2872, atom 3 (C): -0.2196, atom 4 (C): -0.1722, atom 5 (C): -0.1671, atom 6 (C): -0.5412, atom 7 (P): 0.4422, atom 8 (S): 0.2460, atom 9 (O): -0.1739, atom 10 (S): 0.6236, atom 11 (O): -0.2705, atom 12 (O): -0.1993, atom 13 (O): -0.1754, atom 14 (C): -0.2372, atom 15 (C): -0.1068, atom 16 (C): -0.1846, atom 17 (C): -0.2350, atom 18 (C): -0.2508, atom 19 (S): 0.3528, atom 20 (O): -0.3536, atom 21 (O): -0.3374, atom 22 (Cl): 0.4278, atom 23 (H): 0.0537, atom 24 (H): 0.0492, atom 25 (H): 0.1071, atom 26 (H): 0.0840, atom 27 (H): 0.0990, atom 28 (H): 0.0627, atom 29 (H): 0.0882, atom 30 (H): 0.1216, atom 31 (H): 0.0774, atom 32 (H): 0.1155, atom 33 (H): 0.0168, atom 34 (H): -0.0259, atom 35 (H): 0.1513, atom 36 (H): 0.0912, atom 37 (H): 0.1198, atom 38 (H): 0.1242, atom 39 (H): 0.0888, atom 40 (H): 0.0708, atom 41 (H): 0.1290, atom 42 (H): 0.0656, atom 43 (H): 0.1144, atom 44 (C): -0.0813, atom 45 (C): -0.4965, atom 46 (C): -0.0625, atom 47 (O): -0.0531, atom 48 (H): 0.0745, atom 49 (H): 0.0481, atom 50 (H): 0.0691, atom 51 (H): 0.1382, atom 52 (H): 0.0803, atom 53 (H): 0.0784, atom 54 (H): 0.0765, atom 55 (H): 0.0837, atom 56 (C): -0.0589, atom 57 (C): -0.4950, atom 58 (C): -0.0609, atom 59 (O): -0.0608, atom 60 (H): 0.0804, atom 61 (H): 0.0777, atom 62 (H): 0.0783, atom 63 (H): 0.1368, atom 64 (H): 0.0809, atom 65 (H): 0.0786, atom 66 (H): 0.0783, atom 67 (H): 0.0883, atom 68 (C): -0.0592, atom 69 (C): -0.4998, atom 70 (C): -0.0605, atom 71 (O): -0.0498, atom 72 (H): 0.0715, atom 73 (H): 0.0792, atom 74 (H): 0.0781, atom 75 (H): 0.1356, atom 76 (H): 0.0701, atom 77 (H): 0.0786, atom 78 (H): 0.0773, atom 79 (H): 0.0767, atom 80 (C): -0.0508, atom 81 (C): -0.4862, atom 82 (C): -0.0539, atom 83 (O): -0.0554, atom 84 (H): 0.0912, atom 85 (H): 0.0563, atom 86 (H): 0.0773, atom 87 (H): 0.1330, atom 88 (H): 0.0573, atom 89 (H): 0.0825, atom 90 (H): 0.0823, atom 91 (H): 0.0837, atom 92 (C): -0.0536, atom 93 (C): -0.4937, atom 94 (C): -0.0499, atom 95 (O): -0.0586, atom 96 (H): 0.0793, atom 97 (H): 0.0777, atom 98 (H): 0.0825, atom 99 (H): 0.1331